21
Properties=species:S:1:pos:R:3:lowdin_charge:R:1 method="wB97M-V/def2-TZVPD" total_charge=+1 smiles="C[C@]1([NH3+])C(O)=CC=C[C@H]1Br" molar_mass_g_mol=205.08 de_lowest_kcal_mol=16.5 gap_ev=8.1
C 1.2267 -0.5245 1.2185 0.026
C 0.1022 -0.5090 0.1441 -0.468
N -0.2704 -2.0243 -0.0333 0.178
C 0.4905 0.1251 -1.1252 -0.260
O 0.9165 -0.7801 -2.0771 0.067
C 0.3109 1.4707 -1.2989 0.009
C -0.2206 2.3402 -0.2594 -0.046
C -0.9511 1.7467 0.7221 -0.127
C -0.9999 0.2578 0.8096 -0.476
Br -2.8070 -0.3583 -0.1293 0.666
H 1.5869 0.4065 1.5052 0.080
H 2.1081 -1.0883 0.6299 0.159
H 0.9837 -1.1187 2.0562 0.076
H -0.5129 -2.3583 0.9617 0.192
H 0.3546 -2.7476 -0.5249 0.207
H -1.2350 -2.0730 -0.4972 0.077
H 1.0183 -0.4505 -2.9852 0.143
H 0.8609 1.9667 -2.0518 0.113
H -0.2273 3.3826 -0.5059 0.117
H -1.3554 2.3829 1.6402 0.168
H -1.3798 -0.0468 1.8007 0.102